Entry 1:
A structure of composition C61H78MnN4O2P2S2Se at a distorted geometry. Source: OMol25; level of theory: wB97M-V/def2-TZVPD.

Last column: Löwdin charge in e.
CARTESIAN COORDINATES (ANGSTROEM)
Mn: -0.869 0.323 0.229  0.27
C: 5.531 3.275 3.153  -0.05
C: 4.229 3.565 3.913  -0.56
C: 4.237 5.036 4.329  -0.07
C: 4.187 2.709 5.186  -0.05
C: 3.039 3.220 3.024  -0.18
C: 2.875 1.917 2.573  -0.07
C: 1.809 1.593 1.761  -0.37
Se: 1.606 -0.151 1.014  1.21
C: 2.277 0.209 -0.741  -0.37
C: 3.640 0.221 -0.974  -0.07
C: 4.139 0.506 -2.234  -0.18
C: 3.206 0.783 -3.235  0.03
C: 1.833 0.780 -3.043  -0.08
C: 1.330 0.463 -1.748  -0.36
O: 0.044 0.393 -1.507  -0.28
C: 0.866 1.124 -4.176  -0.53
C: 0.013 2.336 -3.768  -0.04
C: -0.046 -0.076 -4.471  -0.05
C: 1.594 1.486 -5.473  -0.07
C: 5.648 0.507 -2.468  -0.56
C: 6.211 -0.889 -2.164  -0.05
C: 6.312 1.532 -1.538  -0.05
C: 6.012 0.864 -3.910  -0.07
C: 0.839 2.528 1.350  -0.38
O: -0.165 2.169 0.606  -0.27
C: 1.019 3.871 1.778  -0.08
C: 2.098 4.162 2.599  0.03
C: 0.055 4.954 1.294  -0.52
C: 0.146 5.045 -0.238  -0.04
C: -1.386 4.613 1.708  -0.05
C: 0.387 6.335 1.861  -0.07
H: 6.398 3.527 3.767  0.08
H: 5.578 3.859 2.234  0.09
H: 5.606 2.223 2.883  0.07
H: 5.097 5.228 4.971  0.08
H: 3.338 5.300 4.887  0.09
H: 4.313 5.698 3.466  0.08
H: 5.023 2.956 5.842  0.08
H: 4.247 1.647 4.953  0.07
H: 3.258 2.878 5.732  0.09
H: 3.580 1.140 2.844  0.10
H: 4.308 0.015 -0.147  0.11
H: 3.575 1.019 -4.220  0.08
H: -0.526 2.122 -2.848  0.05
H: -0.699 2.570 -4.563  0.08
H: 0.646 3.210 -3.607  0.09
H: -0.642 -0.329 -3.595  0.04
H: 0.549 -0.946 -4.756  0.09
H: -0.716 0.161 -5.301  0.08
H: 2.255 2.344 -5.343  0.09
H: 0.857 1.747 -6.235  0.08
H: 2.183 0.652 -5.856  0.08
H: 6.009 -1.181 -1.135  0.07
H: 7.292 -0.907 -2.313  0.08
H: 5.762 -1.636 -2.821  0.08
H: 6.134 1.295 -0.490  0.07
H: 5.918 2.531 -1.725  0.09
H: 7.391 1.550 -1.700  0.08
H: 5.594 0.150 -4.620  0.08
H: 7.097 0.852 -4.025  0.08
H: 5.660 1.860 -4.177  0.09
H: 2.222 5.183 2.924  0.08
H: -0.086 4.085 -0.696  0.07
H: 1.155 5.328 -0.541  0.09
H: -0.540 5.810 -0.612  0.08
H: -1.675 3.650 1.295  0.04
H: -2.067 5.395 1.360  0.08
H: -1.470 4.548 2.794  0.09
H: 1.386 6.664 1.571  0.08
H: 0.321 6.353 2.950  0.09
H: -0.326 7.064 1.473  0.08
C: 3.448 -3.442 -0.379  -0.40
S: 2.329 -4.841 -0.612  0.82
C: 1.284 -4.249 -1.983  -0.46
C: -0.130 -3.834 -1.584  -0.24
C: -0.089 -2.585 -0.710  -0.29
N: -1.355 -2.062 -0.132  -0.46
P: -2.001 -2.607 1.411  1.04
C: -2.108 -4.465 1.374  -0.35
C: -3.360 -5.030 1.606  -0.13
C: -3.531 -6.407 1.666  -0.09
C: -2.442 -7.244 1.492  -0.08
C: -1.185 -6.696 1.277  -0.07
C: -1.019 -5.323 1.235  -0.10
C: -0.696 -2.576 2.717  -0.37
C: -1.265 -2.396 3.978  -0.15
C: -0.505 -2.468 5.130  -0.08
C: 0.859 -2.701 5.044  -0.08
C: 1.440 -2.893 3.802  -0.07
C: 0.669 -2.848 2.651  -0.15
P: -2.385 -1.341 -1.407  1.08
C: -2.975 -2.825 -2.351  -0.36
C: -3.403 -4.017 -1.779  -0.09
C: -3.868 -5.050 -2.571  -0.07
C: -3.926 -4.898 -3.952  -0.09
C: -3.512 -3.710 -4.531  -0.08
C: -3.034 -2.681 -3.732  -0.10
C: -4.105 -0.996 -0.812  -0.34
C: -4.960 -1.695 0.035  -0.10
C: -6.313 -1.404 0.075  -0.10
C: -6.847 -0.396 -0.716  -0.10
C: -6.009 0.315 -1.557  -0.08
C: -4.658 0.015 -1.601  -0.14
H: 4.231 -3.775 0.300  0.03
H: 2.948 -2.578 0.054  -0.01
H: 3.905 -3.157 -1.325  0.03
H: 1.230 -5.065 -2.703  0.07
H: 1.812 -3.423 -2.463  0.08
H: -0.624 -4.664 -1.082  0.09
H: -0.682 -3.639 -2.501  0.10
H: 0.343 -1.774 -1.306  0.09
H: 0.583 -2.757 0.127  0.04
H: -4.222 -4.390 1.745  0.09
H: -4.515 -6.821 1.848  0.10
H: -2.566 -8.318 1.538  0.10
H: -0.325 -7.339 1.149  0.11
H: -0.024 -4.932 1.087  0.06
H: -2.326 -2.192 4.057  0.07
H: -0.974 -2.326 6.094  0.10
H: 1.464 -2.732 5.940  0.10
H: 2.501 -3.089 3.719  0.11
H: 1.157 -3.052 1.713  0.04
H: -3.356 -4.153 -0.713  0.07
H: -4.186 -5.978 -2.111  0.10
H: -4.288 -5.707 -4.571  0.10
H: -3.551 -3.586 -5.605  0.10
H: -2.688 -1.761 -4.188  0.09
H: -4.582 -2.496 0.647  0.04
H: -6.962 -1.986 0.719  0.11
H: -7.908 -0.184 -0.691  0.10
H: -6.408 1.095 -2.194  0.10
H: -4.015 0.562 -2.282  0.08
S: -1.988 0.700 2.462  0.78
C: -3.662 0.833 2.397  -0.78
N: -4.510 0.146 3.188  0.04
C: -5.899 0.492 2.935  -0.13
C: -5.764 1.764 2.076  -0.12
N: -4.370 1.714 1.659  0.05
H: -4.214 -0.736 3.569  0.12
H: -6.434 0.675 3.867  0.12
H: -6.400 -0.304 2.381  0.09
H: -5.958 2.670 2.659  0.12
H: -6.432 1.742 1.214  0.10
H: -3.881 2.517 1.300  0.11
C: -3.076 3.812 -1.715  -0.01
C: -2.642 2.566 -1.127  -0.19
N: -2.275 1.587 -0.662  0.15
H: -4.165 3.852 -1.742  0.09
H: -2.684 3.883 -2.729  0.09
H: -2.685 4.640 -1.124  0.07

- E_HOMO (alpha / beta) (eV) = -6.597 / -6.581
- 2S+1 = 2



Entry 2:
A cluster of 2 separate species, C5H9N3O in total at a distorted geometry. Source: OMol25; level of theory: wB97M-V/def2-TZVPD.

Last column: Löwdin charge in e.
CARTESIAN COORDINATES (ANGSTROEM)
C: -1.349 -0.407 1.015  -0.09
C: -1.111 -0.011 -0.448  -0.36
C: 0.067 -0.965 -0.959  -0.30
C: 2.149 0.830 0.390  -0.17
C: -0.835 1.503 -0.198  -0.15
H: -0.512 0.525 1.736  0.22
H: -2.472 0.032 0.936  0.11
H: -1.443 -1.483 1.118  0.05
H: -1.627 -0.354 -1.511  0.18
H: -0.457 -2.059 -0.895  0.15
H: 0.289 -0.675 -2.104  0.14
H: 1.193 -2.025 0.516  0.15
H: 2.490 1.649 0.976  0.11
H: -1.633 2.007 0.158  0.08
N: 1.315 -1.275 -0.300  -0.08
N: 2.268 -0.428 0.542  0.06
N: 0.334 2.012 -0.167  0.06
O: 1.334 1.124 -0.805  -0.16

- E_HOMO (eV) = -8.770



Entry 3:
A cluster of 2 separate species, C4H10O6S in total at a distorted geometry. Source: OMol25; level of theory: wB97M-V/def2-TZVPD.

Last column: Löwdin charge in e.
CARTESIAN COORDINATES (ANGSTROEM)
O: 3.194 2.114 -1.581  -0.23
S: 2.761 0.870 -2.157  0.65
O: 3.692 0.123 -2.954  -0.23
O: 2.034 -0.018 -1.039  -0.20
C: 0.799 -0.550 -1.546  -0.16
C: 0.267 0.596 -2.393  -0.17
O: 1.410 1.113 -3.056  -0.19
H: 0.894 -1.540 -1.989  0.13
H: 0.196 -0.666 -0.641  0.11
H: -0.126 1.363 -1.724  0.14
H: -0.469 0.228 -3.103  0.14
O: -2.045 -0.469 0.686  -0.09
C: -2.033 -0.779 2.079  -0.23
C: -1.182 0.277 2.830  -0.23
O: 0.065 -0.216 3.258  -0.06
H: -2.540 -1.152 0.225  0.08
H: -3.040 -0.704 2.511  0.11
H: -1.689 -1.807 2.218  0.12
H: -1.734 0.559 3.721  0.12
H: -1.073 1.120 2.142  0.12
H: 0.620 -0.461 2.513  0.08

- E_HOMO (eV) = -10.506
- SMILES = O=S1(=O)OCCO1.OCCO



Entry 4:
A cluster of 2 separate species, C7H14N2 in total at a distorted geometry. Source: OMol25; level of theory: wB97M-V/def2-TZVPD.

Last column: Löwdin charge in e.
CARTESIAN COORDINATES (ANGSTROEM)
C: -0.643 2.706 1.464  -0.05
C: -0.250 1.331 1.858  -0.40
C: -0.885 0.432 2.756  -0.02
N: -0.218 -0.798 2.474  0.01
C: 0.939 -0.516 1.821  -0.17
N: 0.932 0.814 1.504  0.07
H: -0.770 2.531 0.381  0.08
H: 0.222 3.366 1.613  0.07
H: -1.569 3.247 1.856  0.10
H: -1.660 0.408 3.497  0.09
H: -0.616 -1.726 2.720  0.16
H: 1.671 -1.278 1.770  0.11
C: -0.755 -1.457 -3.070  -0.09
C: 0.211 -1.294 -1.777  -0.28
C: 1.248 -0.192 -1.569  -0.12
H: -0.792 -0.451 -3.423  0.03
H: -0.266 -2.086 -3.978  0.11
H: -1.714 -1.849 -2.722  0.05
H: 0.650 -2.219 -1.669  0.05
H: -0.428 -1.283 -0.875  0.09
H: 2.247 -0.358 -1.866  0.05
H: 1.289 -0.032 -0.539  -0.01
H: 1.155 0.706 -2.226  0.09

- E_HOMO (eV) = -8.346
- SMILES = Cc1c[nH]cn1.CCC



Entry 5:
A structure of composition C3H3CuO3 at a distorted geometry. Source: OMol25; level of theory: wB97M-V/def2-TZVPD.

Last column: Löwdin charge in e.
CARTESIAN COORDINATES (ANGSTROEM)
O: -1.421 1.818 -0.227  0.06
O: 2.552 0.205 -0.551  -0.14
C: 1.562 -0.225 0.072  -0.39
O: 0.475 -0.409 -0.724  -0.08
C: -0.716 -0.476 0.019  -0.22
H: -1.215 -1.436 -0.188  0.12
C: -1.688 0.637 -0.262  -0.24
H: -0.600 -0.377 1.130  0.13
H: -2.689 0.280 -0.597  0.12
Cu: 3.739 -0.018 1.328  0.63

- E_HOMO (eV) = -7.601



Entry 6:
A structure of composition C24H29CrN3O7S at a distorted geometry. Source: OMol25; level of theory: wB97M-V/def2-TZVPD.

Last column: Löwdin charge in e.
CARTESIAN COORDINATES (ANGSTROEM)
Cr: 0.521 -0.268 1.172  0.99
C: -1.751 2.121 0.025  -0.04
O: -1.768 0.934 0.809  -0.24
C: -2.740 -0.037 0.470  -0.17
C: -2.818 -0.858 1.724  -0.13
O: -1.534 -1.410 2.046  -0.17
C: -1.369 -2.826 2.004  -0.14
C: -0.397 -3.228 0.920  -0.13
O: 0.792 -2.434 1.117  -0.29
C: 2.008 -3.101 0.760  -0.02
H: -2.762 2.528 -0.066  0.11
H: -1.123 2.828 0.559  0.09
H: -1.341 1.943 -0.966  0.09
H: -3.712 0.421 0.259  0.14
H: -2.421 -0.638 -0.381  0.11
H: -3.047 -0.167 2.537  0.14
H: -3.583 -1.632 1.674  0.14
H: -0.958 -3.121 2.972  0.13
H: -2.322 -3.336 1.859  0.14
H: -0.152 -4.287 1.022  0.15
H: -0.794 -3.034 -0.070  0.11
H: 2.082 -4.047 1.298  0.11
H: 2.049 -3.285 -0.316  0.11
H: 2.835 -2.457 1.047  0.09
O: 0.131 3.231 3.002  0.13
C: 0.329 2.085 2.686  -0.53
O: 0.530 1.628 1.485  -0.12
C: 0.417 0.987 3.726  -0.14
C: 0.278 1.223 5.079  0.04
C: 0.458 0.165 5.955  -0.01
C: 0.797 -1.079 5.434  -0.02
C: 0.906 -1.231 4.066  -0.09
N: 0.698 -0.219 3.216  0.03
H: 0.041 2.229 5.397  0.14
H: 0.354 0.309 7.022  0.12
H: 0.970 -1.924 6.085  0.12
H: 1.177 -2.184 3.632  0.12
C: -2.287 3.122 -5.890  -0.04
C: -1.676 2.054 -5.030  -0.25
C: -2.485 1.235 -4.242  -0.02
C: -1.932 0.280 -3.409  -0.06
C: -0.552 0.144 -3.351  -0.28
C: 0.268 0.905 -4.169  -0.04
C: -0.298 1.860 -4.997  -0.02
S: 0.144 -1.034 -2.230  0.66
O: -0.951 -1.854 -1.776  -0.32
O: 1.265 -1.681 -2.850  -0.27
N: 0.695 -0.235 -0.883  -0.13
C: 2.019 0.078 -0.791  -0.37
C: 2.957 0.421 -1.772  0.02
C: 4.241 0.714 -1.372  -0.02
C: 4.585 0.678 -0.017  -0.04
C: 3.614 0.358 0.896  -0.08
N: 2.372 0.043 0.509  -0.01
H: -2.751 3.886 -5.263  0.09
H: -3.066 2.713 -6.534  0.09
H: -1.539 3.604 -6.516  0.08
H: -3.561 1.350 -4.294  0.12
H: -2.557 -0.368 -2.810  0.11
H: 1.334 0.732 -4.183  0.10
H: 0.341 2.458 -5.634  0.12
H: 2.660 0.452 -2.804  0.09
H: 4.978 0.988 -2.114  0.12
H: 5.588 0.918 0.303  0.11
H: 3.813 0.351 1.961  0.13

- E_HOMO (alpha / beta) (eV) = -11.426 / -11.450
- 2S+1 = 2
- total charge = +1